Density functional theory data (ωB97M-V/def2-TZVPD) for the ion C25H30N3O3 with charge +1.

Its HOMO energy is -9.8 eV. The value obtained for the HOMO-LUMO gap is 7.51 eV. The net charge is +1. The calculated total energy comes out at -37016.553 eV. For the energy above the lowest of the compared OMol25 structures with the same formula, charge and spin, the calculation gives 213.3 kJ/mol. Its multiplicity is 1.

```
61
Properties=species:S:1:pos:R:3:nbo_charge:R:1
C 3.6941 4.0628 0.6889 -0.1904
C 4.3790 -1.5732 -0.8752 -0.4362
H 1.3638 -1.7951 -1.5305 0.2185
C -4.1238 -1.7747 -0.5396 -0.1913
C 3.9038 -0.1617 -0.5747 -0.2155
H 0.0820 -2.6186 0.0551 0.1857
H 1.4816 -2.9802 1.0968 0.1719
C 0.3682 0.9084 -0.4901 -0.5059
C -3.9933 -3.1883 1.4229 0.3335
H 4.7455 -1.6451 -1.9044 0.2237
C 1.9154 -1.6900 -0.5924 -0.0450
H -4.4635 -1.6057 -1.5638 0.2201
N -3.1185 0.4229 -0.5446 -0.2994
C -2.9512 -1.0007 1.4397 -0.1563
H -2.3861 -0.2327 1.9593 0.2611
C -0.7643 1.1134 0.3199 0.3639
H 0.2215 0.8372 -1.5755 0.1844
O 0.6302 -1.1793 1.4508 -0.7188
H 4.1497 0.1778 0.4430 0.2300
N -2.2924 2.3467 -1.1382 -0.2934
C 0.9849 -2.1797 0.5245 -0.0621
H -0.6204 3.3180 -2.0171 0.2223
C 2.4388 2.1850 -0.1757 -0.0492
C 2.3924 2.7706 -1.4317 -0.1894
C -2.0499 1.2602 -0.4008 0.4278
H -2.0085 4.3395 -1.5734 0.2218
C -3.3268 -2.1554 2.1250 -0.3188
H 4.2067 4.5454 1.5225 0.2288
H 3.0745 2.3318 1.8723 0.2238
H 1.8009 0.5709 1.1154 0.2765
H 4.2486 0.5753 -1.3101 0.2406
H -3.9354 -5.7956 3.3860 0.2155
C -3.4876 2.1928 -1.8267 -0.0502
C 1.7276 0.8314 0.0463 -0.1111
H 5.2272 -1.7945 -0.2241 0.2438
H -4.1915 -4.1357 4.0143 0.1878
C 3.2066 -2.5155 -0.6365 -0.4123
C -3.6881 -4.7436 3.2517 -0.2584
H 2.2017 -0.0119 -1.6512 0.4209
H -0.0815 -1.4922 2.0450 0.4972
C -4.4265 -2.9703 0.0931 -0.2487
H -3.0862 -2.2695 3.1826 0.2336
C -1.3985 3.4910 -1.2621 -0.4087
H -4.9721 -3.7543 -0.4236 0.2416
H 3.3338 -3.0274 0.3250 0.2237
H 4.1148 5.6330 -0.7319 0.2286
H 1.8784 2.2589 -2.2540 0.1943
H 2.9300 4.4920 -2.6182 0.2224
H 3.1249 -3.2954 -1.4029 0.2397
H -0.9259 3.7216 -0.3003 0.2530
C 3.6430 4.6602 -0.5720 -0.2103
C 3.0739 2.8250 0.8967 -0.2074
O -4.1904 -4.4362 1.9272 -0.4862
H -2.6012 -4.5999 3.3131 0.1807
C 2.9896 4.0269 -1.6293 -0.2190
O -0.7430 1.2779 1.5697 -0.7048
H -4.9003 0.5132 -1.7905 0.2490
C -3.3627 -0.8023 0.1185 0.0595
N 2.4025 -0.2136 -0.6683 -0.3295
H -3.8496 2.9503 -2.4981 0.2452
C -3.9964 0.9980 -1.4777 -0.0525
```